## 1
ORCA calculation (wB97M-V/def2-TZVPD) on the molecule C5H15NSi.

Last column: natural (NBO) charge in e.
Cartesian coordinates (Å):
C (-1.88216, 0.46327, 0.13577)  -0.608
C (-0.96100, -1.20714, -1.67846)  -0.626
C (-1.05778, -1.84651, 0.68650)  -0.606
C (2.84315, 1.62345, 1.05390)  -1.051
C (-0.87233, -0.64758, -0.22378)  0.131
N (0.44607, -0.08008, 0.25939)  -1.009
Si (1.31181, 1.59817, -0.15165)  1.243
H (-1.45228, 1.45519, -0.16170)  0.210
H (-2.75957, 0.21196, -0.39266)  0.203
H (-2.17987, 0.49571, 1.16770)  0.214
H (-0.02982, -1.87384, -2.00009)  0.210
H (-1.07352, -0.47373, -2.46447)  0.212
H (-1.81427, -1.93462, -1.64120)  0.208
H (-1.72297, -2.53944, 0.31299)  0.199
H (-0.05198, -2.26975, 0.86522)  0.206
H (-1.28274, -1.42403, 1.63308)  0.214
H (3.68256, 1.00195, 0.52493)  0.229
H (3.19531, 2.58500, 1.21593)  0.232
H (2.44198, 1.17766, 1.91686)  0.240
H (1.18427, -0.67294, 0.13155)  0.348
H (0.38957, 2.75605, 0.32222)  -0.185
H (1.64555, 1.60127, -1.51203)  -0.214

Structure (SMILES): C[SiH2]NC(C)(C)C
Spin multiplicity: 1
Molar mass, u: 117.27
Gap between HOMO and LUMO, eV: 9.7

---

## 2
ORCA calculation (wB97M-V/def2-TZVPD) on a 2-piece molecular cluster, C5H15NSi overall.

Last column: natural (NBO) charge in e.
Cartesian coordinates (Å):
C (-1.18742, 2.39529, -1.65873)  -0.599
C (-1.23538, -1.58346, 2.06914)  -0.415
C (1.14780, -1.78325, 2.53712)  -0.423
C (0.94844, -0.31846, -2.29180)  -1.239
C (0.32791, 2.32800, -1.32048)  -0.968
N (0.08328, -1.39769, 1.59661)  -0.643
Si (1.10306, 0.74334, -0.69542)  1.021
H (-1.50677, 1.67127, -2.56875)  0.204
H (-1.84598, 1.95259, -0.88158)  0.201
H (-1.50014, 3.40502, -1.91797)  0.214
H (-1.98748, -1.32715, 1.32174)  0.196
H (-1.49589, -2.55542, 2.39723)  0.200
H (-1.48650, -0.85347, 2.84292)  0.157
H (0.72707, -2.74121, 2.88482)  0.191
H (2.14986, -2.02756, 2.02624)  0.204
H (1.21712, -1.01781, 3.29978)  0.171
H (0.79236, 0.07754, -3.41146)  0.229
H (1.80632, -0.92514, -2.44423)  0.232
H (0.03439, -0.99006, -2.33916)  0.260
H (0.62295, 3.04736, -0.66304)  0.213
H (0.81695, 2.47776, -2.24127)  0.232
H (0.46801, -0.57750, 1.45826)  0.361

Spin multiplicity: 1
Molar mass, u: 117.27
Gap between HOMO and LUMO, eV: 7.8

---

Of them, 1 has the highest stability.

---

## 1
ORCA calculation (wB97M-V/def2-TZVPD) on C40H45BrFeN8SSeSi as an isolated structure.

Last column: Mulliken spin population.
Cartesian coordinates (Å):
Fe (0.92894, 1.05553, 1.75705)  4.272
C (5.04775, -0.59855, 1.16395)  0.003
C (3.76912, 0.15755, 1.08710)  -0.026
N (2.99777, 0.42408, 2.07232)  0.077
N (3.35712, 0.03494, 3.33631)  0.009
C (2.72394, 0.75041, 4.23079)  -0.013
N (2.94448, 0.45700, 5.53139)  0.011
S (1.59770, 2.04221, 3.88339)  0.248
C (3.30206, 0.75890, -0.18268)  0.036
C (4.07197, 0.78719, -1.33145)  -0.005
C (3.58700, 1.45716, -2.44523)  0.001
C (2.34858, 2.07015, -2.37714)  0.000
C (1.63322, 1.97899, -1.19337)  -0.057
N (2.09607, 1.34664, -0.11984)  0.021
H (5.24812, -0.89051, 2.18985)  -0.001
H (5.87938, 0.00310, 0.79501)  0.001
H (4.96874, -1.49105, 0.53903)  0.001
H (3.72423, -0.14342, 5.74699)  -0.003
H (2.64183, 1.11200, 6.23004)  0.000
H (5.03207, 0.29319, -1.35222)  0.000
H (4.17507, 1.50213, -3.35255)  0.000
H (1.92845, 2.61405, -3.21119)  -0.001
H (0.65031, 2.41721, -1.10697)  0.054
C (-0.19042, 2.74499, 1.36234)  0.325
Si (-1.78535, 2.91478, 0.43303)  -0.090
C (-2.71569, 1.29660, 0.74112)  -0.007
N (-1.89364, 0.08340, 0.70876)  0.104
C (-2.44173, -0.99377, 1.53205)  -0.013
C (-3.66817, -1.66361, 0.91432)  0.004
C (-3.38498, -2.07338, -0.54583)  -0.002
C (-1.93361, -1.80191, -0.93513)  0.004
C (-1.56841, -0.34701, -0.66710)  0.014
C (-2.81506, 4.29437, 1.18482)  0.002
C (-3.05178, 4.31417, 2.56291)  0.002
C (-3.82052, 5.30561, 3.14947)  -0.001
C (-4.37168, 6.30733, 2.36180)  0.003
C (-4.14494, 6.31287, 0.99524)  0.000
C (-3.37152, 5.31623, 0.41460)  0.002
C (-1.57390, 3.33776, -1.38782)  0.008
C (-0.68753, 4.35986, -1.74761)  0.005
C (-0.50355, 4.72965, -3.07077)  0.002
C (-1.21688, 4.08445, -4.07327)  0.000
C (-2.13238, 3.09967, -3.73834)  0.000
C (-2.31072, 2.73743, -2.40906)  -0.001
H (-0.44470, 2.81120, 2.43193)  -0.019
H (0.57720, 3.49973, 1.17237)  -0.001
H (-3.56530, 1.22208, 0.04126)  0.004
H (-3.16529, 1.38956, 1.73471)  -0.002
H (-2.69214, -0.57927, 2.50945)  0.001
H (-1.65905, -1.74013, 1.68862)  0.006
H (-4.51348, -0.97422, 0.95397)  0.000
H (-3.94417, -2.52776, 1.52156)  0.001
H (-4.03480, -1.50923, -1.21998)  0.000
H (-3.62211, -3.12627, -0.70391)  0.000
H (-1.79270, -1.99895, -2.00074)  0.000
H (-1.24641, -2.46346, -0.40430)  -0.001
H (-2.13237, 0.26628, -1.37405)  0.001
H (-0.50771, -0.17688, -0.87909)  -0.002
H (-2.62661, 3.54236, 3.19756)  0.000
H (-3.98908, 5.30179, 4.21855)  0.000
H (-4.97682, 7.08147, 2.81497)  0.000
H (-4.57018, 7.09421, 0.37904)  0.000
H (-3.20375, 5.33693, -0.65543)  0.001
H (-0.13962, 4.89257, -0.97645)  0.003
H (0.18338, 5.52830, -3.31944)  0.000
H (-1.07189, 4.36195, -5.10904)  0.000
H (-2.71751, 2.61841, -4.51138)  0.000
H (-3.05681, 1.98891, -2.17368)  0.000
Br (-0.55132, -4.08101, 5.91995)  0.001
C (-0.16931, -2.69214, 4.71806)  0.001
C (-0.73758, -1.43950, 4.89757)  -0.004
C (-0.43951, -0.45588, 3.97914)  0.049
N (0.36750, -0.65334, 2.92880)  -0.127
C (0.92290, -1.85941, 2.78258)  0.056
C (0.68021, -2.90940, 3.64747)  -0.001
H (-1.39175, -1.23001, 5.73055)  -0.001
H (-0.86292, 0.53392, 4.08531)  0.000
H (1.58714, -1.99731, 1.94096)  -0.011
H (1.15120, -3.86733, 3.48472)  0.000
C (0.38454, -5.10559, -1.10290)  0.000
N (1.26692, -4.52202, -2.09075)  0.000
C (1.83647, -3.30100, -2.01724)  0.000
Se (1.70578, -2.06468, -0.66489)  0.062
N (2.56408, -3.13679, -3.14549)  0.001
C (2.46396, -4.25441, -3.96167)  0.000
C (3.00759, -4.56574, -5.19658)  0.000
C (2.68331, -5.80448, -5.72521)  0.000
C (1.84889, -6.69521, -5.04466)  0.000
C (1.30597, -6.38044, -3.80990)  0.000
C (1.63160, -5.14103, -3.28370)  0.000
H (0.45630, -4.51416, -0.19373)  0.000
H (0.69543, -6.12926, -0.90096)  0.000
H (-0.64490, -5.09943, -1.46202)  0.000
H (3.06046, -2.28364, -3.33484)  0.000
H (3.65016, -3.87702, -5.72697)  0.000
H (3.08469, -6.08843, -6.68774)  0.000
H (1.62170, -7.65210, -5.49306)  0.000
H (0.66098, -7.07116, -3.28540)  0.000

Spin multiplicity: 6
Expectation value of S²: 8.76
Molar mass, u: 912.72
Net charge: +1
Gap between HOMO and LUMO (alpha / beta), eV: 7.4 / 6.6

---

## 2
ORCA calculation (wB97M-V/def2-TZVPD) on C40H45BrFeN8SSeSi as an isolated structure.

Last column: Mulliken spin population.
Cartesian coordinates (Å):
Fe (1.20897, -0.76634, 0.31466)  3.582
C (-0.00643, -1.61164, 4.65816)  -0.004
C (-0.00423, -1.26534, 3.19876)  0.073
N (1.06177, -0.77364, 2.61446)  0.254
N (2.14607, -0.57934, 3.37256)  -0.028
C (3.23177, -0.17544, 2.78636)  0.074
N (4.33747, 0.04346, 3.51146)  0.048
S (3.32587, 0.17066, 1.09266)  0.083
C (-1.17313, -1.46204, 2.39886)  0.248
C (-2.39653, -1.86984, 2.96726)  0.046
C (-3.50083, -2.05594, 2.17716)  0.084
C (-3.39283, -1.80774, 0.80446)  0.122
C (-2.17453, -1.39284, 0.31716)  -0.022
N (-1.07683, -1.23454, 1.05376)  0.061
H (1.02007, -1.62564, 5.01586)  0.006
H (-0.45293, -2.58964, 4.82096)  -0.003
H (-0.56093, -0.86924, 5.23066)  0.007
H (4.34937, -0.17184, 4.49236)  -0.003
H (5.18737, 0.30456, 3.04516)  -0.001
H (-2.46743, -2.01724, 4.03106)  0.019
H (-4.43963, -2.37284, 2.60276)  0.006
H (-4.23803, -1.92244, 0.14876)  0.009
H (-2.06513, -1.16944, -0.73844)  0.023
C (-0.76113, 1.88666, 0.54346)  0.078
Si (-0.29133, 2.49866, -1.23744)  -0.003
C (0.10877, 0.90506, -2.27454)  0.030
N (1.31097, 0.08416, -2.06024)  -0.057
C (1.28447, -1.00704, -3.05044)  0.046
C (2.51977, -1.89794, -3.00574)  0.028
C (3.78127, -1.07434, -3.22364)  -0.011
C (3.79217, 0.05126, -2.20254)  0.030
C (2.51977, 0.88306, -2.30664)  0.029
C (0.98267, 3.86406, -1.55504)  -0.004
C (1.42167, 4.02066, -2.87324)  0.000
C (2.37367, 4.96246, -3.20904)  0.000
C (2.91737, 5.77536, -2.22784)  0.000
C (2.46827, 5.66336, -0.92314)  0.001
C (1.49937, 4.73086, -0.59354)  0.001
C (-1.95813, 3.02496, -1.98874)  0.000
C (-3.07783, 2.19366, -1.91764)  -0.024
C (-4.28003, 2.55956, -2.49494)  0.001
C (-4.39333, 3.77216, -3.15654)  0.000
C (-3.29033, 4.60416, -3.25034)  0.000
C (-2.08953, 4.23176, -2.67284)  0.000
H (-0.67373, 0.78076, 0.50336)  -0.016
H (-1.81983, 2.11456, 0.67826)  -0.001
H (0.08117, 1.22306, -3.33014)  0.001
H (-0.74813, 0.23646, -2.15444)  -0.002
H (1.20307, -0.58344, -4.06334)  -0.006
H (0.38617, -1.61124, -2.87714)  -0.009
H (2.41527, -2.67484, -3.76604)  0.000
H (2.59257, -2.38494, -2.03224)  -0.007
H (3.79347, -0.66934, -4.23614)  -0.001
H (4.66567, -1.69764, -3.09634)  0.000
H (4.64847, 0.70796, -2.34974)  0.000
H (3.87037, -0.38654, -1.20654)  -0.004
H (2.46577, 1.33326, -3.31104)  0.003
H (2.55417, 1.69016, -1.57394)  -0.010
H (1.00217, 3.39596, -3.64864)  0.000
H (2.69227, 5.05846, -4.23634)  0.000
H (3.67937, 6.49426, -2.48454)  0.000
H (2.87597, 6.30366, -0.15584)  0.000
H (1.14247, 4.68976, 0.42576)  0.000
H (-3.01143, 1.24796, -1.39384)  0.020
H (-5.13443, 1.90056, -2.43424)  0.000
H (-5.33413, 4.06416, -3.59904)  0.000
H (-3.36303, 5.54376, -3.77714)  0.000
H (-1.23423, 4.88776, -2.74174)  0.000
Br (2.31787, 2.41686, 5.73296)  0.001
C (1.34537, 2.49366, 4.11896)  0.011
C (-0.05553, 2.36736, 4.11636)  0.011
C (-0.72213, 2.29176, 2.93646)  0.000
N (-0.07123, 2.32246, 1.72756)  0.022
C (1.29027, 2.48586, 1.72856)  0.073
C (1.99827, 2.61336, 2.88676)  0.041
H (-0.59853, 2.32996, 5.04526)  0.003
H (-1.79433, 2.19426, 2.90226)  0.004
H (1.77297, 2.52196, 0.76616)  -0.068
H (3.06237, 2.77586, 2.84946)  -0.004
C (0.09717, -5.36754, 2.26446)  0.002
N (-0.47553, -4.79744, 1.07496)  0.004
C (0.14507, -3.94514, 0.23416)  0.009
Se (1.81617, -3.22174, 0.41956)  0.058
N (-0.69273, -3.68064, -0.80014)  0.008
C (-1.88803, -4.33694, -0.60924)  -0.009
C (-3.06643, -4.38314, -1.33464)  0.009
C (-4.09973, -5.14244, -0.81484)  -0.005
C (-3.96523, -5.83814, 0.38316)  0.003
C (-2.78453, -5.81314, 1.10356)  0.009
C (-1.74603, -5.04904, 0.59496)  0.002
H (1.08207, -4.92854, 2.42586)  0.001
H (0.20947, -6.44684, 2.14426)  0.000
H (-0.54113, -5.15854, 3.12396)  0.003
H (-0.45293, -3.05024, -1.55064)  0.011
H (-3.18123, -3.85724, -2.26744)  0.001
H (-5.03173, -5.19914, -1.35304)  0.000
H (-4.79963, -6.41174, 0.75536)  0.000
H (-2.67793, -6.36874, 2.01996)  -0.001

Spin multiplicity: 6
Expectation value of S²: 8.78
Molar mass, u: 912.72
Net charge: +1
Gap between HOMO and LUMO (alpha / beta), eV: 3.7 / 6.3

---

Of them, 1 has the highest stability.

---

## 1
ORCA calculation (wB97M-V/def2-TZVPD) on the molecule C4H7IO2S.

Last column: natural (NBO) charge in e.
Cartesian coordinates (Å):
C (0.67928, -0.44567, 1.39939)  -0.675
C (-1.43929, 0.43559, 0.61369)  -0.547
C (-0.32892, -0.53417, 0.25717)  -0.117
C (0.28260, -0.25329, -1.11008)  -0.640
O (-1.18044, -0.81683, 3.40939)  -0.896
O (-0.15091, 1.42925, 3.19432)  -0.911
S (-0.57978, 0.19916, 2.60319)  2.059
I (-1.16382, -2.55499, 0.28114)  0.092
H (1.17738, -1.36707, 1.68922)  0.257
H (1.41286, 0.34431, 1.24531)  0.246
H (-1.24895, 1.46510, 0.34288)  0.223
H (-2.46383, 0.12523, 0.47517)  0.239
H (-0.47477, -0.31193, -1.88833)  0.228
H (1.07214, -0.96516, -1.34406)  0.227
H (0.70419, 0.75189, -1.11764)  0.215

Structure (SMILES): CC1(I)CS(=O)(=O)C1
Spin multiplicity: 1
Molar mass, u: 246.07
Gap between HOMO and LUMO, eV: 9.9

---

## 2
ORCA calculation (wB97M-V/def2-TZVPD) on the molecule C4H7IO2S.

Last column: natural (NBO) charge in e.
Cartesian coordinates (Å):
C (-1.30109, 2.32459, -0.89431)  -0.371
C (-1.33772, 1.24253, -0.12888)  -0.175
C (1.93425, -1.68300, 0.33262)  -0.847
C (-0.23890, 0.73663, 0.65868)  -0.547
O (-0.64093, -2.19843, 0.62597)  -0.932
O (0.08356, -1.23495, -1.52788)  -0.930
S (0.20084, -1.29305, -0.10095)  2.031
I (-3.10697, 0.08989, 0.02317)  0.151
H (-2.16056, 2.67465, -1.44156)  0.220
H (-0.40022, 2.91491, -0.96846)  0.205
H (2.30036, -2.32622, -0.45980)  0.256
H (2.51817, -0.77503, 0.38719)  0.236
H (1.91524, -2.20891, 1.27856)  0.248
H (0.69572, 1.26998, 0.53280)  0.220
H (-0.46176, 0.46640, 1.68284)  0.236

Structure (SMILES): C=C(I)CS(C)(=O)=O
Spin multiplicity: 1
Molar mass, u: 246.07
Gap between HOMO and LUMO, eV: 9.0

---

Of them, 1 has the highest stability.